# 1
10
Properties=species:S:1:pos:R:3 method="wB97M-V/def2-TZVPD" largest_force_ev_per_a=6.2 multiplicity=1 homo_ev=-9.3 e_tot_ev=-42373.0123 e_above_lowest_ev=1.715 lumo_ev=0.09 smiles=[SiH3]N[SiH](Cl)Cl
Cl 2.79548 -1.59896 -0.29051
Cl 2.40927 1.58656 0.67600
Si 1.71153 -0.00150 -0.47662
Si -1.62763 0.17683 0.08175
N -0.17350 -0.67239 0.40369
H -1.67579 0.23270 -1.37744
H -1.67053 1.50847 0.91037
H -2.78254 -0.61119 0.52870
H 0.05919 -0.67430 1.34246
H 0.95452 0.05377 -1.79838

***

# 2
79
Properties=species:S:1:pos:R:3 method="wB97M-V/def2-TZVPD" largest_force_ev_per_a=3.1 multiplicity=4 s2=3.84 homo_ev="-13.0 / -13.5" e_tot_ev=-149517.7357 total_charge=+2 e_above_lowest_ev=4.696 lumo_ev="-5.85 / -7.58"
Br -1.18961 0.06650 -0.28611
V 4.78513 -1.69853 1.17873
P 5.42955 1.11717 0.56246
P 0.52470 -0.43994 -2.85938
O -1.45941 -2.66762 2.42386
N -2.54041 -3.09594 0.40175
N 5.21230 -7.54587 2.93574
N -3.25871 -1.38159 1.78574
C 2.63921 -2.17622 -3.68779
C -3.07325 -0.42381 2.84715
C 3.62773 -3.09264 0.56383
C 2.69281 -0.93771 -0.11569
C 7.95535 -0.13962 1.41145
C -0.99022 -1.22224 -5.05074
C 1.32378 -2.95506 -0.34611
C 2.57554 -2.35490 0.01753
C 1.64655 -0.12663 -0.47896
C 6.06697 -5.42178 2.21913
C 4.78389 -4.94720 1.91943
C 3.72101 -5.77536 2.35028
C -0.72041 -1.50730 -3.57782
C 5.55275 2.27182 -1.93180
C 4.57130 -3.68710 1.27747
C 4.08466 2.76952 2.27235
C 0.38643 -0.73889 -1.02795
C 4.87640 1.12423 -1.19281
C 0.05282 1.29702 -3.07109
C 2.09991 -0.74438 -3.71195
C 0.34749 1.97924 -4.40800
C 0.29225 -2.25054 -0.88071
C 3.97183 -7.07422 2.80517
C 6.45523 -0.24745 1.08217
C -2.35176 -2.42102 1.63035
C 6.23619 -6.74531 2.64266
C 3.96906 1.38330 1.63133
H -2.17060 0.19969 2.70605
H 2.73883 -2.56828 -2.66857
H 3.14417 -7.74342 3.05521
H 5.93823 -0.49497 2.07858
H 4.75179 2.73797 3.13752
H 2.84213 -0.06405 -3.25909
H -3.46281 -2.97201 0.00039
H -1.64545 -1.98874 -5.47212
H 2.01009 -2.86517 -4.26465
H -3.84489 -1.11658 0.99726
H -0.06544 -1.21980 -5.64381
H -1.47198 -0.25013 -5.20157
H -3.95147 0.23483 2.89998
H 3.10560 3.10868 2.61724
H -0.13196 2.96655 -4.41387
H 5.19990 3.25261 -1.58453
H 7.25306 -7.14931 2.72215
H 1.41831 2.13532 -4.57743
H 8.15885 0.75916 1.98221
H 6.24937 -1.13277 0.36254
H 3.93200 0.59349 2.40079
H 8.60169 -0.17540 0.52490
H -2.96023 -0.97642 3.79166
H 5.17457 0.15898 -1.63400
H -0.38085 -2.53887 -3.44423
H 6.63383 2.22836 -1.75564
H -1.63145 -1.39989 -2.97891
H 3.77733 1.17997 -1.22155
H 6.93546 -4.77487 2.06485
H -1.02142 1.35074 -2.84807
H 8.16852 -1.01537 2.03040
H 0.54434 1.85669 -2.26535
H 1.59779 0.96865 -0.30961
H -0.04463 1.41925 -5.26489
H 5.37151 2.20262 -2.99939
H 2.68746 -5.43275 2.31223
H 3.63626 -2.18980 -4.15453
H 4.47420 3.50159 1.55928
H -2.25228 -4.06316 0.48268
H 1.96925 -0.41679 -4.75696
H -0.67391 -2.72832 -1.07985
H 3.71148 -0.46281 0.09977
H 3.05475 1.29518 1.03227
H 1.23067 -4.02616 -0.07952